1.
Below is C11H13FO18Pb as an isolated structure at a distorted geometry, with properties calculated with ωB97M-V/def2-TZVPD.

Cartesian coordinates (Å):
Pb -17.257 26.629 11.575
O -17.134 29.510 18.233
C -16.471 29.622 17.047
O -16.860 29.035 15.976
O -15.397 30.247 17.081
H -16.502 29.876 18.856
O -12.859 23.266 7.660
C -12.883 24.285 8.480
O -11.952 24.416 9.342
O -13.878 25.036 8.539
H -11.952 22.964 7.750
O -15.032 30.505 11.026
C -13.802 30.392 11.604
O -13.345 29.251 11.795
O -13.157 31.326 12.034
H -15.100 31.453 11.165
O -16.499 22.737 14.806
C -15.194 23.017 14.860
O -14.454 22.491 15.687
O -14.767 23.772 14.027
H -16.683 22.129 15.525
C -25.838 23.166 9.442
C -25.122 24.528 9.188
C -25.821 25.571 10.009
O -24.977 25.462 11.102
C -23.808 25.145 10.753
O -22.744 25.329 11.398
O -23.791 24.649 9.588
H -25.868 23.094 10.529
H -25.278 22.379 8.937
H -26.823 23.070 8.985
H -25.328 24.781 8.148
H -26.829 25.285 10.309
H -25.686 26.627 9.775
C -22.003 26.919 4.182
C -22.585 28.241 4.710
O -21.601 28.826 5.540
C -20.793 27.919 5.951
O -20.189 28.035 6.979
O -20.893 26.857 5.091
F -23.827 28.048 5.312
H -21.582 26.896 3.177
H -22.526 26.020 4.508
H -22.835 28.782 3.797

Properties
- Energy relative to the best compared isomer or geometry (same formula, charge and spin): 193.7 kcal per mole
- Net charge: -2
- HOMO: -2.2773 eV
- LUMO level: 0.059 eV
- Gap between HOMO and LUMO: 2.3 eV

2.
Below is one molecule with the formula C11H13FO2 at a distorted geometry, with properties calculated with ωB97M-V/def2-TZVPD.

Cartesian coordinates (Å):
C -3.127 -0.680 0.022
C -2.971 0.688 0.398
C -2.077 -1.394 -0.394
C -1.786 1.290 0.252
C -0.740 -0.810 -0.415
C -0.642 0.545 -0.143
C 0.649 -1.394 -0.579
C 0.824 0.932 -0.130
C 1.615 -0.301 0.115
C 1.179 1.486 -1.518
C 1.849 -0.606 1.588
O 0.709 -2.695 0.031
O 1.109 2.064 0.758
F 2.827 -0.263 -0.446
H -4.010 -1.222 0.307
H -3.852 1.259 0.638
H -2.209 -2.400 -0.676
H -1.780 2.327 0.524
H 0.828 -1.640 -1.579
H 2.247 1.481 -1.647
H 0.736 2.388 -1.693
H 0.966 0.740 -2.365
H 2.179 0.241 2.075
H 2.616 -1.278 1.489
H 0.953 -0.926 2.016
H 0.690 -2.728 1.059
H 1.221 2.898 0.310

Properties
- Energy relative to the best compared isomer or geometry (same formula, charge and spin): 23.4 kcal per mole
- HOMO: -9.1804 eV
- LUMO level: 0.720 eV
- Structure (SMILES): C[C@@]1(O)c2ccccc2[C@H](O)[C@@]1(C)F
- Gap between HOMO and LUMO: 9.9 eV

3.
Below is a 2-piece molecular cluster, C11H13INO overall at a distorted geometry, with properties calculated with ωB97M-V/def2-TZVPD.

Cartesian coordinates (Å):
C -3.229 1.949 -1.052
C -3.564 2.228 0.317
C -2.281 0.967 -1.382
C -2.995 1.482 1.303
C -1.827 0.113 -0.340
C -2.296 0.304 1.035
C -0.848 -0.719 -0.576
C -2.166 -0.718 1.962
C 2.453 -0.093 -0.114
C 3.007 0.244 -1.436
C 3.631 -2.346 0.067
N 2.750 -1.253 0.535
O 0.163 -1.275 -0.701
I 1.430 1.387 1.036
H -3.644 2.685 -1.811
H -4.386 2.952 0.519
H -1.966 0.872 -2.346
H -3.097 1.690 2.346
H -2.511 -0.518 2.998
H -1.655 -1.744 1.693
H 2.974 -0.579 -2.210
H 4.074 0.415 -1.257
H 2.739 1.222 -1.721
H 2.906 -2.674 -0.702
H 4.594 -2.139 -0.444
H 3.546 -3.067 0.959
H 2.199 -1.386 1.321

Properties
- Energy relative to the best compared isomer or geometry (same formula, charge and spin): 48.0 kcal per mole
- Net charge: +1
- HOMO (spin up / spin down): -9.9526 / -9.9516 eV
- LUMO level (spin up / spin down): -4.592 / -4.592 eV
- Gap between HOMO and LUMO (spin up / spin down): 5.4 / 5.4 eV

4.
Below is one molecule with the formula C11H13N at a distorted geometry, with properties calculated with ωB97M-V/def2-TZVPD.

Cartesian coordinates (Å):
C 1.650 3.023 2.908
C 1.076 1.820 2.951
C 0.729 0.569 2.652
C 0.831 -0.246 1.236
C -0.606 -2.190 0.210
C -0.691 -1.232 -0.936
C 0.339 -0.991 -1.837
C 0.491 -0.127 -2.912
C -0.632 0.517 -3.094
C -1.815 0.481 -2.283
C -1.752 -0.393 -1.110
H 0.975 3.854 2.864
H 2.611 3.282 2.624
H 0.110 -0.216 3.358
H 1.069 0.397 0.205
H 2.051 -0.578 1.501
H -1.100 -1.302 1.902
H 0.247 -3.064 0.304
H -1.704 -2.543 0.436
H 1.403 -1.528 -1.823
H 1.350 0.071 -3.413
H -0.908 1.456 -3.816
H -2.929 0.747 -2.625
H -2.677 -0.354 -0.716
N -0.118 -1.450 1.417

Properties
- Energy relative to the best compared isomer or geometry (same formula, charge and spin): 193.2 kcal per mole
- HOMO: -8.7431 eV
- LUMO level: 0.806 eV
- Structure (SMILES): C=C=CCNCc1ccccc1
- Gap between HOMO and LUMO: 9.5 eV